A:
10
Properties=species:S:1:pos:R:3:nbo_charge:R:1 method="wB97M-V/def2-TZVPD" spin_multiplicity=1 lumo_energy_ev=1.050 smiles=Cc1ncon1 homo_energy_ev=-10.73 orbital_gap_ev=11.785
O -1.90583 -0.56007 -0.52652 -0.284
N -0.56327 0.52720 0.83446 -0.497
N -0.62970 -0.70076 -1.05813 -0.149
C 1.59652 0.02940 -0.21870 -0.652
C -1.77205 0.16800 0.57775 0.359
C 0.11648 -0.03773 -0.22315 0.307
H 1.83028 -0.27885 0.79360 0.240
H 2.03997 -0.58661 -1.01263 0.236
H 1.94813 1.06078 -0.32100 0.237
H -2.66052 0.37864 1.15432 0.202


B:
10
Properties=species:S:1:pos:R:3:nbo_charge:R:1 method="wB97M-V/def2-TZVPD" spin_multiplicity=1 lumo_energy_ev=0.799 smiles="NC1=CN1C=O" homo_energy_ev=-8.95 orbital_gap_ev=9.749
O 0.95727 1.07356 1.14802 -0.624
N -0.19905 0.70725 -1.62438 -0.794
N -0.56796 -0.67299 0.85620 -0.567
C 0.08328 -1.42667 -0.17648 -0.074
C 0.18041 0.23532 1.57727 0.516
C -0.06336 -0.36105 -0.84859 0.372
H 0.37848 -2.46738 -0.16844 0.226
H 0.11464 1.54532 -1.15300 0.424
H -1.05688 0.81410 -2.15329 0.402
H -0.08090 0.18123 2.64843 0.120


C:
10
Properties=species:S:1:pos:R:3:nbo_charge:R:1 method="wB97M-V/def2-TZVPD" spin_multiplicity=1 lumo_energy_ev=0.622 smiles="O=CNC1=NC1" homo_energy_ev=-9.46 orbital_gap_ev=10.078
O 0.77137 0.25126 1.56764 -0.550
N 0.69420 -0.63092 -0.53668 -0.645
N -1.76948 -0.40309 -1.01810 -0.326
C 1.28229 -0.41136 0.69869 0.539
C -1.32545 0.83533 -0.01913 -0.287
C -0.61829 -0.25340 -0.55322 0.332
H -1.04125 1.81015 -0.42792 0.183
H 2.21917 -0.95938 0.84112 0.125
H -1.73781 0.85652 0.98422 0.206
H 1.16267 -1.12046 -1.28512 0.423


D:
10
Properties=species:S:1:pos:R:3:nbo_charge:R:1 method="wB97M-V/def2-TZVPD" spin_multiplicity=1 lumo_energy_ev=0.509 homo_energy_ev=-8.98 orbital_gap_ev=9.491
O -1.03622 -2.03848 0.37903 -0.669
N -0.06918 -0.15023 1.45160 -0.319
N 0.42693 0.97712 0.86670 -0.328
C -0.29192 -0.92839 0.41940 0.400
C 0.01636 -0.30578 -0.84544 -0.535
C 0.47817 0.93830 -0.46705 0.027
H -1.47310 -1.15587 -0.49720 0.534
H 0.71103 1.73587 1.45774 0.410
H 0.32474 -0.83088 -1.74392 0.258
H 0.91319 1.75835 -1.02087 0.222


Which structure is most stable? A, by 1.315 eV over the runner-up.


A:
18
Properties=species:S:1:pos:R:3:nbo_charge:R:1 method="wB97M-V/def2-TZVPD" spin_multiplicity=1 lumo_energy_ev=0.864 smiles="CNC(=O)C(C)C" homo_energy_ev=-9.56 orbital_gap_ev=10.421
O 0.57345 -0.58110 1.89450 -0.642
N -0.44352 -1.29186 -0.00382 -0.616
C 0.30575 -0.41843 0.71329 0.680
C 0.14688 2.04508 0.64352 -0.595
C 0.46482 0.87594 -1.55032 -0.627
C 0.76942 0.82395 -0.04440 -0.310
C -0.96732 -2.51880 0.54806 -0.423
H 0.70909 -0.03047 -2.11890 0.205
H -0.53400 -1.09991 -0.98422 0.395
H 0.32037 2.02504 1.72192 0.236
H 1.85677 0.84100 0.10840 0.225
H -2.05821 -2.55977 0.43811 0.195
H 1.06190 1.67299 -1.99315 0.225
H -0.70621 -2.53973 1.60991 0.243
H 0.55119 2.97489 0.23178 0.207
H -0.52706 -3.39239 0.05228 0.193
H -0.93630 2.04823 0.47233 0.200
H -0.58704 1.12532 -1.73932 0.208


B:
18
Properties=species:S:1:pos:R:3:nbo_charge:R:1 method="wB97M-V/def2-TZVPD" spin_multiplicity=1 lumo_energy_ev=1.062 homo_energy_ev=-8.44 orbital_gap_ev=9.500
O -0.08217 1.72562 0.63355 -0.549
N 0.71943 0.41056 -0.92507 -0.624
C -0.55537 -2.29471 -0.73454 -0.615
C 0.11609 -1.58511 0.43860 -0.405
C 0.06756 1.54908 -0.69158 0.269
C 1.20832 -0.60775 0.00155 -0.236
C -0.79087 2.93084 0.90665 -0.248
H 0.17718 -2.84648 -1.33734 0.198
H 2.01478 -1.14521 -0.51217 0.195
H -1.70625 2.69253 1.45566 0.179
H -1.06016 -1.57595 -1.38948 0.210
H 1.64117 -0.10448 0.87043 0.215
H 0.56657 -2.32297 1.11490 0.203
H -1.03549 3.39217 -0.05257 0.206
H -0.63037 -1.03072 1.01878 0.210
H -0.16026 3.60054 1.49822 0.179
H -1.30717 -3.00983 -0.38613 0.215
H 0.81700 0.22187 -1.90948 0.397


C:
18
Properties=species:S:1:pos:R:3:nbo_charge:R:1 method="wB97M-V/def2-TZVPD" spin_multiplicity=1 lumo_energy_ev="0.864 / 0.860" homo_energy_ev="-7.53 / -7.45" orbital_gap_ev="8.397 / 8.307"
O 1.47878 0.89518 -0.86128 -0.345
N -1.33472 -0.65508 -0.17476 -0.406
C -2.54259 -0.14900 0.43249 -0.413
C -0.08215 -0.45042 0.57884 -0.296
C 0.53454 0.01170 -0.71391 0.257
C -0.82788 0.08649 -1.35144 -0.266
C 2.51950 0.96535 -0.06721 -0.187
H -1.21442 1.11890 -1.42136 0.179
H 2.05041 -1.29861 -0.87796 -0.017
H -0.98981 -0.42234 -2.30850 0.205
H -0.13331 0.37567 1.31975 0.174
H 2.73560 -1.01458 -0.61699 -0.016
H -3.38031 -0.26823 -0.26255 0.204
H 0.30860 -1.34577 1.07619 0.208
H 2.42621 0.58693 0.94506 0.169
H -2.47238 0.92052 0.71078 0.161
H 3.24156 1.71818 -0.34747 0.187
H -2.76972 -0.72415 1.33626 0.204


D:
18
Properties=species:S:1:pos:R:3:nbo_charge:R:1 method="wB97M-V/def2-TZVPD" spin_multiplicity=1 lumo_energy_ev=0.916 smiles="C=CNC(C)(C)O" homo_energy_ev=-8.82 orbital_gap_ev=9.732
O 0.45115 -0.76752 -1.41546 -0.731
N -0.44695 0.72747 0.11452 -0.642
C 0.86415 -1.16439 0.95154 -0.655
C 1.90517 0.91278 -0.22944 -0.626
C -1.80597 0.07278 0.27968 0.004
C -2.91775 0.49817 -0.30231 -0.466
C 0.61475 -0.15028 -0.15996 0.417
H -2.90195 1.28584 -1.04109 0.192
H 1.74008 1.65881 -1.00214 0.207
H 1.86840 -1.57533 0.86149 0.212
H -3.88699 0.12558 -0.01260 0.208
H 2.78554 0.32855 -0.48542 0.194
H 0.76475 -0.67893 1.91780 0.228
H -1.82553 -0.71267 1.02191 0.189
H 1.14307 -1.42460 -1.54754 0.468
H -0.52580 1.46199 -0.57953 0.373
H 0.14643 -1.97936 0.88684 0.217
H 2.02747 1.38111 0.74170 0.212


Which structure is most stable? A, by 1.556 eV over the runner-up.


A:
18
Properties=species:S:1:pos:R:3:nbo_charge:R:1 method="wB97M-V/def2-TZVPD" spin_multiplicity=1 lumo_energy_ev=0.905 smiles="CCCCNC=O" homo_energy_ev=-9.72 orbital_gap_ev=10.623
O -1.01273 2.89819 -0.96747 -0.596
N 0.03843 1.75752 0.92203 -0.660
C -0.07228 -1.85319 -1.42198 -0.625
C -0.11290 2.78923 -0.11038 0.529
C 0.11132 -0.75609 0.88850 -0.410
C 0.85606 -1.25042 -0.37698 -0.397
C -0.78507 0.54628 0.96660 -0.231
H 1.47543 -0.45057 -0.93273 0.203
H -1.44190 0.56011 1.89324 0.200
H 0.87246 1.83923 1.56999 0.399
H -0.90652 -1.15699 -1.59937 0.200
H 0.33410 -1.97580 -2.45894 0.225
H -1.47239 0.61893 0.09540 0.228
H 0.78758 3.46221 -0.22143 0.125
H -0.43608 -1.67940 1.14680 0.208
H 1.53578 -2.13648 -0.10161 0.205
H -0.64522 -2.64232 -0.96110 0.202
H 0.87394 -0.57044 1.66943 0.195


B:
18
Properties=species:S:1:pos:R:3:nbo_charge:R:1 method="wB97M-V/def2-TZVPD" spin_multiplicity=1 lumo_energy_ev="0.275 / -0.425" homo_energy_ev="-8.42 / -7.40" orbital_gap_ev="8.694 / 6.977"
O 0.87375 1.64189 1.00414 -0.730
N -1.12382 0.34347 0.56477 -0.518
C 0.25631 0.39448 0.65289 0.104
C 0.28118 -1.54033 -1.02892 -0.685
C -1.74148 -0.06263 1.81427 -0.439
C 0.50424 -0.11064 -0.70152 0.363
C 1.18788 0.74330 -1.70424 -0.717
H -0.49462 -1.59662 -1.80490 0.243
H 0.76731 -0.46111 1.18476 0.153
H 1.75998 0.17255 -2.43648 0.226
H -0.07638 -2.10601 -0.16833 0.230
H 1.17489 -2.00559 -1.45763 0.222
H 1.86770 1.47382 -1.26357 0.256
H -1.36341 0.50484 2.67931 0.186
H 0.14583 2.27341 1.09226 0.482
H -2.81653 0.12774 1.74962 0.196
H 0.41854 1.34041 -2.21707 0.255
H -1.62137 -1.13296 2.04065 0.174


Which structure is most stable? A, by 3.007 eV over the runner-up.


A:
18
Properties=species:S:1:pos:R:3:nbo_charge:R:1 method="wB97M-V/def2-TZVPD" spin_multiplicity=1 lumo_energy_ev="0.879 / 0.869" homo_energy_ev="-7.52 / -7.43" orbital_gap_ev="8.397 / 8.298"
O -1.07173 -0.94216 1.23382 -0.344
N 0.34203 0.65443 -1.26881 -0.407
C -0.70906 -0.92237 2.49379 -0.193
C 1.35166 0.24526 -2.21506 -0.413
C -0.84612 -0.21542 -1.13873 -0.266
C -0.69203 -0.06834 0.35171 0.262
C 0.67605 0.53091 0.16248 -0.293
H -1.15668 -1.70345 3.09146 0.186
H -1.49662 1.24231 1.64362 -0.019
H 1.70791 -0.78982 -2.05162 0.161
H 1.47386 -0.21060 0.37554 0.174
H 0.95291 0.31340 -3.23254 0.204
H -1.74898 0.18161 -1.61578 0.204
H 2.21260 0.91836 -2.14871 0.204
H 0.23148 -0.45408 2.76307 0.169
H 0.92989 1.47573 0.65644 0.207
H -0.67806 -1.24912 -1.48940 0.178
H -1.47912 0.99335 2.38873 -0.015


B:
18
Properties=species:S:1:pos:R:3:nbo_charge:R:1 method="wB97M-V/def2-TZVPD" spin_multiplicity=1 lumo_energy_ev="0.243 / 0.239" homo_energy_ev="-7.17 / -7.03" orbital_gap_ev="7.415 / 7.265"
O 1.30137 1.98945 -1.80546 -0.493
N 0.94180 0.03142 -0.58638 -0.344
C -0.22891 -0.16290 -1.17997 -0.066
C -1.25099 0.84239 1.69116 -0.859
C 1.57969 -0.71854 0.33812 -0.423
C 1.66618 1.23519 -0.95682 0.582
C -1.02474 -1.38124 -0.90219 -0.670
H -0.33251 0.25729 1.58292 0.214
H 2.46995 -0.31587 0.79695 0.195
H -0.50993 0.57727 -1.91414 0.220
H -0.65241 -2.25867 -1.45446 0.220
H -2.07218 0.34111 1.17231 0.209
H -1.00337 -1.64636 0.16476 0.217
H -1.49069 0.93663 2.75274 0.212
H 2.59187 1.34989 -0.37553 0.137
H -1.10527 1.83440 1.25479 0.212
H 1.18911 -1.68535 0.60947 0.206
H -2.06898 -1.22611 -1.18825 0.230


Which structure is most stable? B, by 3.013 eV over the runner-up.